# 1
# H4O2P3

The ion H4O2P3 with charge -1 (wB97M-V/def2-TZVPD, the Open Molecules 2025 dataset).

SMILES string = O=P#[PH][PH3][O-]

ORCA input file:
```
! wB97M-V def2-TZVPD RIJCOSX def2/J DEFGRID3
* xyz -1 1
O -1.87 -3.72 0.25
P -0.93 -2.72 -0.26
P -1.42 -0.72 0.22
P 0.81 0.36 0.28
O 1.45 -0.26 1.43
H -2.42 -0.71 1.09
H 1.83 1.35 -0.27
H 0.59 -0.58 -0.88
H -0.14 1.35 0.26
*
```

Quick look at the Löwdin charges, all values in e: -0.6988 0.3059 0.2970 0.2069 -0.5611 -0.2708 -0.0688 -0.0896 -0.1206

# 2
# H4O2Si2

The molecule H4O2Si2 (wB97M-V/def2-TZVPD, the Open Molecules 2025 dataset).

ORCA input file:
```
! wB97M-V def2-TZVPD RIJCOSX def2/J DEFGRID3
* xyz 0 1
O 0.31 -1.10 -0.06
O -0.67 1.18 -0.05
Si -1.28 -0.26 -0.09
Si 1.19 0.15 -0.07
H -1.77 -1.05 -1.27
H -1.61 -0.34 1.41
H 1.90 0.46 1.13
H 1.92 0.95 -1.00
*
```

Quick look at the Löwdin charges, all values in e: -0.4089 -0.4371 0.3617 0.5809 -0.0108 0.0085 -0.0461 -0.0483

Taking the records one at a time from the top gives lowest unoccupied orbital energy values of 4.16, 0.03 eV.
Taking the records one at a time from the top gives frontier orbital gap values of 7.78, 10.26 eV.